Molecular formula: C20H41N3O9S
Method: DFT, ωB97M-V with the def2-TZVPD basis set

XYZ file:
```
74
Properties=species:S:1:pos:R:3:forces:R:3
C 4.371394 2.261231 1.816230 1.643 -2.728 2.383
C 4.768508 1.218694 2.839245 -0.788 1.962 -3.122
C 5.649456 -0.059406 2.216560 1.871 3.105 0.803
O 4.839234 -0.924017 1.344341 -0.886 -0.040 2.642
S 3.893890 -2.035534 2.270768 0.387 -0.063 2.863
O 4.047637 -1.786909 3.792248 -0.705 -0.019 -4.908
O 2.271791 -1.718897 1.745016 0.828 -0.126 1.181
C 1.295072 -2.331721 2.657421 -1.935 0.055 1.390
C -0.254887 -1.945483 2.161567 1.342 -0.030 -0.340
C -0.518379 -0.399723 2.639733 -0.196 0.013 -0.152
C -2.081084 0.091403 2.582106 0.819 1.217 -0.122
N -3.074086 -0.968275 2.159215 -1.793 2.465 -0.812
C -4.478172 -0.348618 2.321775 -4.646 -2.153 1.123
N -5.616956 -1.126583 2.561455 5.723 2.554 -1.104
N -4.742408 1.159648 2.227342 -0.024 -1.596 0.418
H 3.300981 2.737315 1.738058 2.590 -0.365 0.852
H 5.226867 2.574321 1.048241 -2.404 -1.319 1.041
H 4.477997 1.277187 3.980242 -0.111 -0.692 -2.749
H 6.264950 -0.629606 3.041730 -1.665 0.847 -1.656
H 6.465435 0.457458 1.514911 -1.942 -1.348 1.194
H 1.426095 -1.846665 3.714797 -0.112 -1.088 -1.943
H 1.372857 -3.493930 2.766416 0.272 2.079 -0.503
H -0.235283 -2.073487 0.976100 -0.220 0.563 2.563
H -1.043966 -2.726726 2.566475 1.768 1.750 -0.545
H -0.123687 -0.202572 3.745170 -0.759 -0.731 -2.402
H 0.097164 0.301530 1.933064 -1.064 -1.376 1.395
H -2.138206 0.982314 1.812123 0.052 -1.542 1.855
H -2.398384 0.469923 3.644586 0.579 -0.668 -2.137
H -2.970808 -1.058086 1.106973 -0.130 -0.085 1.511
H -5.319237 -2.127254 2.600179 0.037 0.825 0.013
H -5.139707 1.519141 3.146721 0.631 -0.958 -1.646
H -5.471731 1.335982 1.477155 0.860 -0.464 1.166
O -6.884128 1.579123 -0.072041 -0.239 -1.406 -1.534
C -6.906662 0.615596 -0.836490 -0.108 0.928 0.991
O -7.721160 0.617202 -1.913878 0.172 0.623 0.167
C -7.679011 -0.361006 -2.970268 -0.071 -0.237 0.028
C -8.517718 -1.572907 -2.617448 -0.072 -0.124 0.226
C -6.104651 -0.616432 -0.534705 0.616 -0.069 -0.393
H -6.647702 -0.620664 -3.225808 -0.072 0.012 0.163
H -8.103464 0.122475 -3.856593 0.086 0.176 0.337
H -8.137113 -2.080166 -1.726546 0.039 0.008 -0.150
H -8.528830 -2.288137 -3.444595 0.007 0.093 0.069
H -9.547320 -1.274232 -2.395161 0.151 0.011 -0.132
H -6.667827 -1.252374 0.152409 0.121 0.138 -0.019
H -5.167456 -0.311574 -0.058632 -0.415 -0.065 -0.006
H -5.824341 -1.185404 -1.418920 -0.193 -0.081 -0.030
O -1.285787 -2.864313 -3.504075 1.632 -1.520 0.805
C -0.420176 -3.521482 -2.927774 -1.448 0.926 -0.689
O -0.010914 -4.704974 -3.433764 -0.088 0.242 -0.477
C 1.124753 -5.449132 -2.953020 -0.030 -0.097 0.193
C 0.734730 -6.336456 -1.788050 -0.171 0.003 0.192
C 0.126203 -3.069688 -1.605072 0.542 0.458 0.034
H 1.960121 -4.783922 -2.716426 -0.163 0.018 0.049
H 1.457846 -6.077487 -3.785911 -0.261 0.275 -0.015
H 0.380975 -5.749463 -0.935890 0.140 -0.031 -0.055
H 1.585619 -6.941174 -1.462239 -0.080 0.061 -0.051
H -0.084499 -7.004454 -2.073252 0.184 0.066 -0.049
H -0.542070 -3.402970 -0.807546 0.075 -0.019 -0.101
H 0.171886 -1.976147 -1.604540 -0.244 -0.221 0.017
H 1.138830 -3.415415 -1.407086 -0.092 -0.167 0.134
O 7.243831 4.063993 -0.080772 -1.506 1.497 -0.989
C 6.609264 5.019357 -0.525607 1.122 -1.292 0.495
O 5.586954 4.819683 -1.385367 -0.077 -0.469 0.326
C 4.661494 5.840854 -1.804127 0.071 0.149 -0.157
C 5.209988 6.614518 -2.986165 0.237 0.069 -0.090
C 7.019023 6.425676 -0.199180 -0.193 0.347 0.606
H 4.384065 6.488240 -0.967321 0.158 -0.050 -0.043
H 3.746164 5.322507 -2.109048 0.301 -0.156 0.173
H 6.135271 7.138101 -2.730057 -0.152 0.024 0.023
H 4.481412 7.350889 -3.336569 0.058 -0.089 0.041
H 5.449470 5.934951 -3.810505 -0.144 0.060 0.133
H 7.810849 6.737416 -0.884413 -0.097 -0.029 0.064
H 7.400348 6.446045 0.826537 0.128 -0.136 -0.309
H 6.199384 7.140693 -0.232051 0.054 0.032 -0.231
```
Forces are in eV/Å.

Results
* largest force on an atom: 6.4 eV Å⁻¹
* LUMO level: 0.0153 hartree
* HOMO: -8.6 eV
* gap between HOMO and LUMO: 8.972 eV
* multiplicity: 1


Molecular formula: C20H41NO11S
Method: DFT, ωB97M-V with the def2-TZVPD basis set

XYZ file:
```
74
Properties=species:S:1:pos:R:3:forces:R:3
C -1.652369 0.715396 1.916113 0.100 0.153 -0.148
C -2.423396 -0.058105 0.869836 0.234 -0.015 -0.267
O -3.626840 -0.044260 0.852048 -0.423 -0.091 0.186
N -1.727051 -0.905333 -0.039335 0.164 0.054 0.450
C -2.016217 -2.311852 0.315755 -0.194 0.004 -0.202
C -0.313666 -0.595076 -0.229635 0.398 0.126 0.165
C 0.505660 -1.583969 -1.118083 -0.459 -0.063 0.092
C -0.258466 -2.220854 -2.282427 0.114 -0.116 0.030
C 0.647769 -2.751055 -3.393373 -0.036 0.020 -0.008
C 1.568191 -3.904486 -2.983151 -0.117 -0.104 -0.084
S 3.191187 -3.507640 -2.361974 -0.154 0.172 -0.054
O 3.104626 -3.119808 -0.983152 0.100 -0.024 0.063
O 4.075727 -4.549769 -2.760318 0.035 -0.028 -0.024
O 3.548391 -2.207342 -3.202899 0.385 -0.186 0.070
O 1.538544 -0.733366 -1.665933 -0.223 -0.100 -0.044
C 0.834600 0.382887 -2.084046 0.052 -0.229 0.043
O 0.912571 0.794093 -3.193127 0.232 0.322 -0.032
C -0.030204 0.793487 -0.912448 -0.285 -0.276 0.160
C -1.217151 1.685169 -1.286190 0.003 -0.170 0.034
O -0.861749 2.792873 -2.081197 -0.045 -0.005 0.027
C -0.190193 3.837341 -1.429121 -0.054 -0.057 0.104
O 1.153441 3.929818 -1.785328 0.067 0.255 0.048
C 2.104874 3.345162 -0.931523 0.098 -0.198 0.082
C 3.344803 4.214271 -0.832835 -0.032 -0.207 -0.063
O 4.280098 3.614199 0.049006 0.084 0.205 -0.016
H -1.254521 0.008426 2.650052 -0.077 -0.023 -0.012
H -2.333415 1.406462 2.404457 0.003 -0.050 0.037
H -0.799435 1.263228 1.521244 -0.012 0.020 0.004
H -2.184309 -2.917255 -0.568973 0.045 -0.035 0.032
H -2.937936 -2.345297 0.891978 0.036 0.010 0.018
H -1.207261 -2.743654 0.916108 0.000 0.008 -0.044
H 0.204026 -0.590120 0.738606 -0.026 -0.055 -0.033
H 0.986662 -2.352625 -0.518828 0.135 0.163 -0.026
H -0.972368 -1.508973 -2.706779 0.020 0.010 0.006
H -0.832914 -3.065649 -1.904511 -0.049 0.078 0.014
H 0.002715 -3.144403 -4.181861 -0.012 0.039 0.018
H 1.223530 -1.943159 -3.840697 0.021 -0.023 -0.005
H 1.762728 -4.560945 -3.830371 0.038 0.044 -0.003
H 1.124029 -4.514328 -2.191007 0.045 -0.024 -0.044
H 3.588243 -1.455486 -2.590364 -0.262 0.046 -0.056
H 0.628639 1.313114 -0.211656 0.002 0.176 -0.231
H -1.711050 2.044697 -0.377657 -0.040 -0.062 0.026
H -1.956048 1.108365 -1.841648 0.056 0.058 -0.109
H -0.285819 3.723489 -0.337541 -0.016 0.041 -0.025
H -0.661945 4.767555 -1.743178 0.028 -0.020 -0.105
H 1.702693 3.197547 0.080784 -0.030 0.083 -0.037
H 2.410214 2.359771 -1.316823 -0.037 0.036 0.002
H 3.783465 4.342271 -1.826963 -0.053 0.075 0.003
H 3.080621 5.193435 -0.430696 0.034 0.008 -0.041
H 4.103671 2.670445 0.116442 0.001 -0.009 0.132
C 5.082068 0.736440 4.354778 -0.076 -0.003 -0.003
C 5.072268 1.194882 2.905901 0.106 0.034 0.070
C 6.320062 1.987573 2.551119 -0.035 0.016 -0.057
O 3.895287 1.955624 2.622943 -0.104 -0.162 -0.033
H 5.113832 1.601898 5.022814 0.034 -0.002 0.002
H 4.182377 0.165010 4.582915 0.005 -0.003 -0.008
H 5.952772 0.114277 4.564922 0.007 0.005 -0.005
H 4.996731 0.322497 2.253007 -0.011 -0.001 -0.007
H 6.383437 2.885707 3.171875 0.020 -0.015 0.025
H 6.295557 2.306420 1.509284 -0.002 0.000 0.005
H 7.221022 1.395454 2.716771 -0.004 -0.004 0.009
H 3.921614 2.754044 3.162106 0.021 0.042 -0.088
C -7.227740 -2.304436 0.120471 0.044 -0.037 0.013
C -7.374399 -1.774120 1.538658 -0.006 0.044 -0.076
C -8.033682 -0.403800 1.562280 0.021 0.014 0.053
O -6.110863 -1.737469 2.195298 0.035 0.002 -0.035
H -6.593221 -1.633458 -0.465456 -0.021 0.015 -0.007
H -6.761906 -3.290115 0.128615 -0.009 -0.001 0.008
H -8.195895 -2.380235 -0.376937 -0.004 0.007 0.001
H -7.973031 -2.473467 2.126346 0.003 -0.005 0.007
H -7.420983 0.315432 1.011668 -0.014 -0.006 -0.023
H -8.135294 -0.047169 2.587186 -0.001 -0.010 -0.001
H -9.022679 -0.431936 1.102294 0.000 -0.006 -0.007
H -5.544724 -1.127750 1.704360 0.099 0.041 0.027
```
Forces are in eV/Å.

Results
* largest force on an atom: 0.5 eV Å⁻¹
* LUMO level: 0.0067 hartree
* HOMO: -10.0 eV
* gap between HOMO and LUMO: 10.143 eV
* multiplicity: 1


Molecular formula: C20H42AlBBrCs2F13GaLiN2O9P
Method: DFT, ωB97M-V with the def2-TZVPD basis set

XYZ file:
```
94
Properties=species:S:1:pos:R:3:forces:R:3
C 3.080205 -1.748524 -2.145832 0.541 0.538 -0.445
O 3.019277 -0.650358 -3.063272 -0.588 -0.454 -0.051
C 3.739676 -0.809695 -4.296479 0.480 0.332 0.182
Ga 5.728309 -0.319819 -4.117837 0.170 -0.446 0.038
N 5.925758 1.678988 -4.199190 0.113 0.039 0.323
C 6.494606 -1.007451 -2.385887 0.472 -0.791 -0.595
C 7.522718 -0.179865 -1.621663 -0.142 -0.339 0.211
C 6.883161 1.082045 -1.023028 0.708 0.404 0.703
C 5.467549 0.778391 -0.612945 -0.989 -0.347 -0.203
F 4.632095 0.688246 -1.701144 0.590 0.379 1.352
F 5.373974 -0.410367 0.079662 0.163 0.915 0.024
C 4.710809 1.799659 0.343010 0.612 -0.567 -1.548
F 5.459996 2.770453 0.844947 -0.062 -0.132 0.331
F 3.742296 2.447942 -0.422838 3.394 -1.383 -1.508
F 4.035720 1.181434 1.310327 0.094 0.393 0.244
H 3.420064 -1.362069 -1.178135 -0.281 -0.155 -0.076
H 3.840874 -2.469087 -2.469138 -0.288 -0.102 0.037
H 2.101338 -2.224364 -2.036698 0.155 0.005 -0.096
H 3.636559 -1.811438 -4.737799 -0.176 0.052 0.211
H 3.244076 -0.127839 -5.001229 -0.362 -0.510 0.093
H 6.554775 -0.872979 -5.388681 -0.074 0.090 -0.108
H 6.921826 1.842085 -4.343071 -0.147 0.123 -0.045
H 5.460310 2.015577 -5.024731 3.556 -0.167 1.886
H 5.715611 -1.313599 -1.680129 0.347 -0.172 -0.658
H 6.998974 -1.936799 -2.680978 -0.050 0.027 0.030
H 7.907540 -0.786216 -0.787938 -0.042 0.202 -0.049
H 8.410541 0.073606 -2.213162 -0.305 0.175 -0.044
H 6.931753 1.963169 -1.673675 -0.458 -0.330 -0.131
H 7.454260 1.365289 -0.127593 -0.228 -0.022 0.018
Cs 3.876519 2.116716 -6.005526 -3.399 0.399 -2.245
Cs 1.971740 3.300893 0.676203 -4.121 1.565 1.691
C -1.809696 0.035319 -3.050147 -0.329 -0.406 -0.201
C -2.852209 1.123787 -2.734849 0.506 -0.252 -0.919
C -3.465250 1.626241 -4.053333 -0.389 -0.338 -0.141
O -2.283328 2.139305 -2.070528 0.301 0.730 1.041
H -1.002939 0.451040 -3.655281 0.083 0.105 0.049
H -1.382766 -0.367377 -2.127311 0.075 0.082 0.097
H -2.246977 -0.802388 -3.602326 -0.016 -0.088 -0.039
H -3.683694 0.590352 -2.209325 0.218 0.296 0.045
H -2.692183 2.074662 -4.677434 0.112 0.084 0.048
H -4.235938 2.374965 -3.859455 0.086 0.044 0.069
H -3.928462 0.814234 -4.622128 -0.036 -0.046 -0.030
F 2.617621 -4.916552 -0.609139 -1.258 -0.212 -0.502
P 1.941402 -4.517970 0.806365 2.371 -0.536 0.646
F 2.101791 -4.113255 2.368144 -1.063 0.403 0.264
F 0.775784 -3.677397 -0.219070 -0.704 0.869 -0.210
F 2.579273 -5.930279 1.237960 0.307 0.161 0.364
F 0.474876 -5.164313 1.252517 -0.330 -0.483 -0.571
F 2.770123 -3.132808 0.626919 0.219 -0.057 -0.064
Al -1.156855 -4.329829 -0.397576 0.597 -0.157 -0.029
C -2.467960 5.829032 5.529094 0.122 -0.121 0.042
C -1.508348 6.275012 4.447230 -0.418 -0.311 -0.151
O -1.136301 5.186561 3.576691 0.440 0.262 0.416
H -2.035461 5.025996 6.128959 -0.004 0.030 0.026
H -2.725948 6.656679 6.188839 -0.030 0.010 -0.026
H -3.386373 5.443793 5.083630 -0.032 0.087 -0.001
H -0.576014 6.648557 4.889048 0.102 0.152 0.002
H -1.942584 7.079647 3.852690 0.148 0.119 0.041
H -1.952612 4.855564 3.180931 0.184 -0.173 -0.095
C -0.883209 -1.801131 3.374962 -0.021 -0.092 0.047
O -2.084797 -1.191967 3.815893 0.062 0.020 -0.174
C -2.004329 0.201811 4.058951 -0.274 0.081 0.235
C -2.779023 0.980223 3.014816 0.354 -0.230 -0.264
N -2.127646 0.919816 1.710270 -0.279 0.180 0.370
C -2.948687 1.395654 0.589208 0.464 -0.851 0.113
C -4.270485 0.705223 0.306629 0.529 0.537 -0.074
O -4.123674 -0.715801 -0.209043 3.794 0.554 5.252
C -4.005001 -1.675613 0.878027 7.599 4.017 -10.741
H -1.026184 -2.878067 3.426836 0.002 -0.021 0.043
H -0.640064 -1.537301 2.338863 0.095 0.071 -0.005
H -0.041408 -1.530544 4.018905 0.007 -0.031 -0.058
H -0.961509 0.536305 4.113308 0.006 -0.053 -0.113
H -2.465374 0.383685 5.034378 0.050 -0.018 0.030
H -2.858404 2.027958 3.326400 -0.076 -0.016 -0.011
H -3.792713 0.559437 2.993000 -0.151 0.081 0.118
H -1.858557 -0.038587 1.527605 0.143 0.037 -0.039
H -2.337031 1.328678 -0.322238 -0.179 0.453 -0.235
H -3.172035 2.455194 0.728885 -0.010 0.027 -0.046
H -4.728431 1.281753 -0.494577 0.024 -0.355 -0.117
H -4.979092 0.702933 1.136122 -0.058 -0.318 0.063
H -4.650574 -1.400546 1.707346 6.803 6.797 7.809
H -2.959232 -1.710096 1.164125 -0.090 0.574 1.417
H -4.295630 -2.648642 0.486537 4.421 4.776 -0.109
Br -5.575761 -0.946478 -1.569251 -4.124 -1.708 -2.549
B -7.070864 -4.605247 0.275250 -1.257 -1.546 -1.038
O -5.622802 -4.829001 -0.142577 0.323 1.259 0.636
C -4.892376 -3.842015 0.274847 -3.297 -4.396 -0.095
O -3.693080 -3.708228 0.108930 1.928 -4.915 -2.112
C -5.787912 -2.830670 1.032361 -5.014 -9.838 -4.966
O -5.396350 -1.807624 1.538053 -14.993 1.666 5.768
O -7.018169 -3.287640 1.017091 1.816 2.389 0.678
F -7.484234 -5.618395 1.114912 0.413 0.713 -0.111
F -7.875043 -4.500417 -0.841147 0.590 0.195 0.628
Li 1.357799 5.272742 4.869650 -0.541 -0.017 -0.095
```
Forces are in eV/Å.

Results
* charge: +1
* largest force on an atom: 16.2 eV Å⁻¹
* LUMO level: -0.2180 hartree
* HOMO: -7.6 eV
* gap between HOMO and LUMO: 1.651 eV
* multiplicity: 1